35
Properties=species:S:1:pos:R:3:forces:R:3 method="wB97M-V/def2-TZVPD" homo_lumo_gap_ev=7.87 energy_ev=-65611.8300 fmax_ev_per_a=3.84 lumo_ev=-0.46 multiplicity=1
Y -0.0484 -0.5184 -0.8405 0.1 -3.6 -1.3
O 1.5016 0.2131 -4.4351 0.3 0.1 -1.1
Cl 1.0802 0.0061 -3.1283 1.0 0.5 -1.8
O 0.9529 1.2187 -2.3853 -0.1 0.9 0.4
O 1.9563 -0.8509 -2.3832 0.7 -0.8 0.7
O -0.2184 -0.6500 -3.0745 -1.1 -0.4 -1.0
S -1.8450 -1.6456 0.7782 -0.8 -0.1 0.4
C -0.4012 -2.5002 1.0338 0.0 0.0 -0.3
N 0.6368 -2.2808 0.2305 0.5 -1.9 1.4
C 1.7030 -3.0927 0.5453 0.4 -0.6 0.4
C 2.9210 -3.1341 -0.1289 -0.2 0.0 0.1
C 3.8679 -4.0469 0.2894 0.1 0.0 0.0
C 3.6237 -4.9057 1.3590 0.0 -0.1 0.1
C 2.4281 -4.8607 2.0512 0.0 0.0 0.0
C 1.4709 -3.9525 1.6337 -0.1 0.2 -0.2
S -0.1421 -3.6971 2.2604 0.3 0.1 -0.2
H 3.0852 -2.4664 -0.9628 0.1 0.0 0.0
H 4.8159 -4.1029 -0.2224 0.1 0.0 -0.1
H 4.3746 -5.6239 1.6495 0.1 0.0 0.0
H 2.2331 -5.5139 2.8866 0.0 -0.1 0.1
O 0.7006 0.7889 0.5146 0.1 2.2 1.3
N -0.0153 1.8629 0.6546 0.4 0.7 0.7
N -1.0453 1.9350 -0.0654 0.4 -0.3 0.1
O -1.3869 1.0007 -0.9113 -1.8 2.2 0.3
C -1.9103 3.0389 0.0712 -0.9 1.2 0.2
C -1.6048 4.0706 0.9545 0.0 -0.1 -0.1
C -2.5005 5.1127 1.1007 0.0 0.0 -0.1
C -3.6832 5.1320 0.3741 0.0 0.0 0.0
C -3.9672 4.1125 -0.5209 0.1 0.1 0.1
C -3.0822 3.0607 -0.6781 0.3 -0.3 0.0
H -0.6850 4.0418 1.5144 0.1 0.0 0.1
H -2.2703 5.9156 1.7845 0.0 0.0 0.1
H -4.3816 5.9438 0.5131 0.0 0.1 0.0
H -4.8782 4.1375 -1.1000 -0.1 0.0 0.0
H -3.2861 2.2511 -1.3623 0.0 0.0 0.0

11
Properties=species:S:1:pos:R:3:forces:R:3 method="wB97M-V/def2-TZVPD" homo_lumo_gap_ev="6.69 / 6.56" energy_ev=-88190.8197 e_above_lowest_kcal_mol=0.0 fmax_ev_per_a=3.71 lumo_ev="0.69 / -3.39" multiplicity=3
C -1.1976 0.5819 0.9686 0.1 -2.7 -2.6
C 1.4577 -0.3073 -0.6846 0.9 0.6 0.6
Si 0.3414 0.9900 0.0915 0.7 1.7 -1.4
Br 1.4739 2.4478 1.3504 0.3 0.0 0.2
I -0.4921 2.8567 -2.6072 -0.1 0.3 -0.4
H -2.0002 0.4662 0.2388 -0.2 0.7 -0.1
H -1.0689 -0.4663 1.1622 0.1 -0.9 1.1
H -1.4720 1.1129 1.7934 -0.6 1.4 2.2
H 2.5371 -0.0206 -0.7272 -0.9 -0.1 0.6
H 1.2909 -1.1406 -0.0341 0.5 -1.1 0.3
H 1.2651 -0.5998 -1.6969 -0.8 0.0 -0.5

20
Properties=species:S:1:pos:R:3:forces:R:3 method="wB97M-V/def2-TZVPD" homo_lumo_gap_ev=8.54 energy_ev=-72796.8073 e_above_lowest_kcal_mol=35.1 fmax_ev_per_a=5.46 lumo_ev=0.87 multiplicity=1
C -1.5062 1.8871 -0.4433 1.3 -4.5 -2.2
C -0.8388 0.9891 -1.2285 2.1 4.5 0.6
C -2.5926 1.2904 0.2918 -1.6 0.4 1.6
C -1.0046 -0.3812 -1.1279 0.8 -5.2 1.4
C 1.8416 -0.5252 -0.6257 0.1 0.4 3.7
C 0.3382 -1.2318 1.3076 1.2 -0.7 0.6
C 0.5523 -1.3070 -0.1864 -0.7 2.2 -1.6
Se -2.5088 -0.6508 0.0765 -0.4 0.3 -0.1
H -1.3933 2.8918 -0.4094 0.7 3.0 -0.1
H 0.0693 1.2375 -1.8090 -0.7 0.5 0.1
H -2.6475 1.7250 1.3136 0.2 -0.9 -0.2
H -3.5207 1.6139 -0.1435 -0.7 0.1 -0.3
H -1.1543 -0.8909 -2.1212 0.4 0.2 1.2
H 2.7475 -1.1067 -0.5664 0.2 -0.7 0.3
H 2.1558 0.4390 -0.0400 -1.2 -1.7 -0.6
H 1.8204 -0.2143 -1.5863 -0.4 0.9 -3.3
H 0.2645 -0.1802 1.6026 0.3 -0.1 0.1
H 1.2240 -1.7583 1.8407 -1.2 1.1 -0.8
H -0.5513 -1.7105 1.7104 -0.1 -0.2 -0.4
H 0.5569 -2.3322 -0.5943 -0.2 0.5 0.1

96
Properties=species:S:1:pos:R:3:forces:R:3 method="wB97M-V/def2-TZVPD" homo_lumo_gap_ev=8.94 smiles="CNC(C)=O.CNC(C)=O.CNC(C)=O.CNC(C)=O.CNC(C)=O.CO.CO.CO.CO.CO.CO" energy_ev=-52706.9004 fmax_ev_per_a=2.87 lumo_ev=0.17 multiplicity=1
C -4.0752 1.8344 -0.6918 0.4 0.1 0.3
N -3.7049 0.9956 0.4305 0.0 -0.1 0.0
C -3.0134 -0.1535 0.3244 -1.5 0.3 1.1
C -2.9087 -0.8529 1.6432 -0.4 0.7 0.4
O -2.5024 -0.5894 -0.6925 0.4 -0.2 -0.9
H -3.8898 2.8914 -0.5010 -0.3 -0.1 0.2
H -5.1012 1.6112 -0.9577 -0.2 0.3 -0.3
H -3.3914 1.6056 -1.4862 0.0 -0.2 -0.6
H -4.1472 1.1296 1.3277 0.0 0.2 -0.3
H -2.8407 -1.9035 1.5684 -0.6 -1.2 -0.4
H -3.6227 -0.5240 2.4395 0.7 -0.3 -0.8
H -1.9042 -0.6272 1.8832 1.2 0.5 1.1
C -0.6645 3.3975 1.7077 -1.0 -0.2 -2.0
N 0.1943 2.5303 2.4212 0.7 -0.2 1.0
C 1.5220 2.8035 2.4534 0.0 -0.9 0.2
C 2.2816 1.9075 3.4271 0.0 1.0 -0.3
O 2.0775 3.6198 1.7362 -0.1 0.1 0.2
H -0.1751 3.5725 0.7411 -0.3 0.4 0.4
H -0.8909 4.3599 2.1626 0.1 0.0 0.3
H -1.6128 2.9046 1.4215 0.3 0.1 0.4
H -0.1150 1.7704 3.0238 -0.3 0.4 -0.1
H 1.7407 1.7690 4.3726 0.3 -0.2 -0.4
H 3.2261 2.4128 3.5518 0.3 0.1 0.5
H 2.5235 0.9940 2.9138 -0.2 -0.7 0.0
C -0.7052 -3.5899 0.3712 0.6 -1.2 -0.6
N -0.9260 -4.1046 1.7113 -0.2 -0.2 1.8
C -0.7513 -3.3559 2.8425 0.6 0.2 -0.8
C -1.1664 -4.0302 4.1581 -0.1 0.5 -0.9
O -0.2484 -2.2315 2.7347 -0.6 -0.3 0.8
H -0.7654 -4.4723 -0.2956 0.0 0.6 0.1
H 0.2682 -3.1063 0.2087 -0.2 -0.2 0.4
H -1.4588 -2.8782 0.0816 -0.4 0.3 0.0
H -1.2180 -5.0669 1.8892 0.1 0.6 -0.6
H -0.4064 -4.6939 4.5004 0.9 -0.5 0.1
H -2.0188 -4.6516 3.9451 -0.6 -0.2 0.2
H -1.3722 -3.3481 4.9780 -0.1 0.3 -0.3
C 0.6198 3.8404 -1.6627 0.8 -0.4 -0.8
N -0.0704 3.3110 -2.8211 -1.6 0.4 0.0
C -1.4432 3.3585 -2.9303 1.5 -0.5 1.0
C -1.8899 2.6480 -4.1635 0.3 1.0 -1.5
O -2.1604 3.8308 -2.0512 0.1 0.0 -0.7
H 0.0552 4.6685 -1.2561 0.0 0.3 -0.1
H 1.6216 4.1649 -2.0222 -0.6 -0.2 0.7
H 0.6843 3.0874 -0.8739 0.4 0.1 -0.1
H 0.3438 2.6983 -3.5061 0.5 0.1 0.1
H -2.8716 2.9792 -4.4129 -1.0 0.0 0.0
H -1.8623 1.5756 -4.0646 -0.1 -0.3 0.2
H -1.2698 2.9428 -5.0495 -0.3 -0.4 0.9
C 3.8609 -0.2342 -1.8735 -0.9 -0.2 0.8
N 4.1697 0.1481 -0.5220 0.9 1.0 -0.1
C 5.0664 1.1843 -0.3205 -0.5 -1.6 0.7
C 5.2989 1.3848 1.1630 -0.4 1.2 -1.0
O 5.5696 1.8427 -1.2028 -0.2 0.2 -0.2
H 3.1236 -1.0291 -1.8339 0.1 -0.3 -0.1
H 4.7398 -0.5024 -2.3997 0.8 -0.5 -0.7
H 3.3936 0.5852 -2.3819 -0.2 0.6 -0.3
H 4.1286 -0.5215 0.2297 -0.3 -0.2 -0.1
H 4.5256 2.1428 1.3892 0.3 -0.3 0.5
H 6.2637 1.8493 1.2543 0.4 0.1 0.4
H 5.1833 0.4827 1.7477 -0.1 0.0 0.2
C 3.2154 -2.5810 2.6552 -1.7 -2.0 1.2
O 4.1270 -1.8054 1.9921 1.9 0.7 -0.5
H 3.3752 -2.6937 3.7467 0.3 0.2 -0.4
H 2.2375 -2.1243 2.5775 -0.2 0.2 -0.2
H 3.0921 -3.6258 2.2536 0.3 0.8 0.1
H 5.0383 -2.0763 2.2131 -0.7 0.1 -0.2
C 0.6355 -0.0936 -4.6077 -1.1 -0.2 -0.6
O 0.8172 1.2200 -5.1198 0.0 0.4 -0.2
H 1.1000 -0.2240 -3.6397 0.1 -0.2 0.2
H -0.4627 -0.1738 -4.5185 0.5 -0.1 0.4
H 0.8897 -0.9093 -5.3134 0.4 0.5 0.2
H 1.7320 1.5032 -5.1820 0.2 -0.5 0.1
C -4.4642 -0.6920 -3.5959 0.4 -1.1 1.6
O -3.0493 -0.3740 -3.5146 -1.4 -0.5 -0.1
H -4.7245 -1.6230 -2.9623 0.5 1.3 -0.9
H -5.0952 0.1197 -3.2100 0.2 0.0 -0.2
H -4.7390 -0.9205 -4.6111 0.1 0.1 -0.4
H -2.8227 -0.5117 -2.5834 0.2 0.2 0.1
C 0.7027 0.2587 0.0375 0.8 -0.1 0.1
O 0.3539 -0.7232 -0.9291 -0.3 0.1 -0.1
H 0.0494 1.1352 0.0404 -0.2 -0.1 -0.1
H 0.6960 -0.1949 1.0495 0.1 0.3 -0.3
H 1.7266 0.6220 -0.2153 -0.7 -0.3 0.4
H -0.6156 -0.8082 -0.9180 0.3 0.0 0.0
C -0.6513 0.2098 5.6491 0.0 -0.4 0.7
O -0.6100 0.3031 4.2524 -0.2 -0.8 -1.1
H 0.3332 -0.0940 6.0375 -0.2 0.1 0.1
H -0.8957 1.2079 6.0551 0.0 -0.5 -0.2
H -1.4014 -0.5401 6.0105 0.4 0.6 -0.3
H -0.5184 -0.5889 3.8231 0.1 0.7 0.6
C -0.7797 -3.2339 -3.3439 -0.3 0.3 -0.7
O -0.6800 -4.6314 -3.2088 0.5 -0.7 0.3
H 0.2334 -2.8842 -3.6319 -0.8 0.2 0.4
H -1.5152 -2.9943 -4.1407 0.6 0.2 0.3
H -1.1634 -2.7904 -2.4141 0.4 0.2 -0.2
H -1.4847 -5.0349 -3.5145 -0.4 -0.2 -0.1